Here is C50H79AsN3O3P3S3SbSi2Ti as an isolated structure in a non-equilibrium geometry from the OMol25 dataset. Energies are from ωB97M-V/def2-TZVPD.

Each line ends with the Löwdin charge.
Positions of all 146 atoms, in Å:
Ti  0.20725  0.50846  0.30119  0.02
C  -2.04716  -2.30433  -3.56310  -0.14
N  -1.50986  -1.88183  -2.26528  -0.51
P  -0.02016  -1.02895  -2.13569  1.01
C  -0.00508  -0.13158  -3.74068  -0.36
C  0.86287  -0.42961  -4.78743  -0.10
C  0.77208  0.24144  -5.99989  -0.09
C  -0.20666  1.20302  -6.18865  -0.08
C  -1.08456  1.49963  -5.15446  -0.08
C  -0.97580  0.85257  -3.93405  -0.14
C  1.23311  -2.33642  -2.46089  -0.35
C  2.58769  -2.00344  -2.51202  -0.14
C  3.54961  -2.98310  -2.70364  -0.08
C  3.17462  -4.31286  -2.84534  -0.10
C  1.83202  -4.65554  -2.78953  -0.08
C  0.86912  -3.67353  -2.59647  -0.09
P  -2.25809  -2.45071  -0.81314  1.00
C  -2.63831  -4.22637  -1.22506  -0.36
C  -3.54710  -4.67897  -2.18585  -0.11
C  -3.76765  -6.03295  -2.37984  -0.09
C  -3.09094  -6.96959  -1.60660  -0.10
C  -2.20205  -6.54136  -0.63482  -0.09
C  -1.98323  -5.18094  -0.44755  -0.11
C  -3.95287  -1.75946  -0.95203  -0.39
C  -4.16931  -0.47608  -1.44624  -0.15
C  -5.43408  0.09329  -1.40185  -0.07
C  -6.49796  -0.60320  -0.84771  -0.10
C  -6.29030  -1.87509  -0.33240  -0.10
C  -5.02790  -2.44637  -0.38497  -0.11
H  -1.52764  -1.81538  -4.38123  0.07
H  -3.10530  -2.03785  -3.63002  0.08
H  -1.95542  -3.38251  -3.70668  0.06
H  1.61506  -1.19634  -4.67215  0.10
H  1.46593  0.00224  -6.79627  0.10
H  -0.28898  1.72181  -7.13585  0.10
H  -1.85460  2.24641  -5.30239  0.08
H  -1.64330  1.11186  -3.11948  0.06
H  2.89753  -0.97557  -2.36190  0.04
H  4.59610  -2.70383  -2.72529  0.10
H  3.92673  -5.07904  -2.98986  0.10
H  1.52777  -5.69089  -2.88514  0.10
H  -0.17142  -3.96044  -2.52648  0.08
H  -4.10860  -3.96276  -2.77291  0.10
H  -4.47606  -6.36032  -3.13117  0.10
H  -3.26729  -8.02760  -1.75714  0.10
H  -1.68350  -7.26103  -0.01350  0.10
H  -1.30141  -4.84880  0.32512  0.08
H  -3.33293  0.09544  -1.83415  0.06
H  -5.58134  1.09610  -1.78002  0.10
H  -7.48148  -0.15166  -0.80541  0.09
H  -7.11007  -2.42299  0.11620  0.10
H  -4.87926  -3.44081  0.02012  0.10
C  0.24048  6.69055  -1.20577  -0.09
C  -0.51766  5.55204  -1.85583  -0.36
O  -1.42679  5.00394  -0.90715  -0.44
P  -1.79280  3.42059  -0.56434  0.60
S  -1.93055  0.44232  0.70136  0.13
S  -0.02109  2.45716  -1.20996  0.22
O  -2.87383  3.07382  -1.77396  -0.43
C  -2.81041  3.73103  -3.02908  -0.35
C  -3.88325  3.16087  -3.93044  -0.08
H  0.99667  7.08175  -1.88979  0.07
H  0.74614  6.33935  -0.30563  0.07
H  -0.43610  7.50004  -0.92801  0.07
H  0.16950  4.78181  -2.21088  0.05
H  -1.08541  5.91996  -2.71706  0.10
H  -1.81464  3.59327  -3.47045  0.09
H  -2.96540  4.80459  -2.89000  0.10
H  -3.72256  2.09500  -4.09962  0.06
H  -3.88196  3.66974  -4.89709  0.08
H  -4.86449  3.29082  -3.47154  0.08
C  -4.27734  -3.66948  3.60439  -0.21
C  -4.01046  -2.17028  3.55075  -0.46
Sb  -1.90662  -1.65388  3.48323  1.36
C  -2.29729  0.37322  4.16681  -0.46
C  -2.25068  0.62688  5.66689  -0.20
C  -1.48371  -2.53329  5.44498  -0.47
C  -0.01413  -2.37882  5.82852  -0.22
H  -5.34682  -3.89371  3.56012  0.06
H  -3.89051  -4.11108  4.52525  0.05
H  -3.79942  -4.19208  2.77079  0.05
H  -4.43385  -1.66401  4.42231  0.04
H  -4.45943  -1.72317  2.66122  0.03
H  -3.29099  0.59213  3.76896  0.04
H  -1.62131  1.03250  3.62508  -0.01
H  -3.02827  0.07029  6.19537  0.06
H  -2.40019  1.68722  5.89058  0.07
H  -1.29382  0.33398  6.10716  0.04
H  -1.73226  -3.59436  5.35819  0.03
H  -2.13878  -2.11169  6.21076  0.04
H  0.63513  -2.84982  5.08620  0.04
H  0.21631  -2.82869  6.79872  0.06
H  0.28143  -1.32608  5.88297  0.04
N  2.58202  3.07029  6.43941  0.08
C  1.82555  3.80004  5.59286  -0.83
S  1.39493  5.35091  5.92566  0.66
C  1.40365  3.07538  4.36330  -0.22
C  1.09839  3.76282  3.19455  0.00
C  0.77734  3.05696  2.05312  -0.11
N  0.73590  1.71935  2.01823  -0.06
C  0.99719  1.05743  3.14593  -0.14
C  1.32490  1.68819  4.32973  -0.02
H  2.97077  3.55499  7.23122  0.09
H  3.07462  2.25954  6.10043  0.10
H  1.13106  4.84245  3.17309  0.10
H  0.57551  3.55615  1.11547  0.06
H  0.92463  -0.01985  3.08928  0.08
H  1.48743  1.07796  5.20845  0.11
C  6.28406  0.45985  0.47019  -0.24
Si  4.76165  1.38220  1.11228  0.20
C  5.21799  3.20906  1.32218  -0.24
C  4.64630  0.82158  2.92747  -0.23
As  2.94017  0.97208  -0.28333  0.75
Si  3.51357  2.60889  -1.84247  0.17
C  2.70977  2.27053  -3.51366  -0.24
C  5.35935  2.61056  -2.28537  -0.24
C  3.08428  4.37834  -1.34153  -0.23
H  7.19761  0.74768  1.00138  0.02
H  6.43522  0.61976  -0.59661  0.00
H  6.12306  -0.61148  0.62041  0.02
H  6.15344  3.27689  1.88824  0.02
H  4.44007  3.72469  1.89310  0.02
H  5.35231  3.74680  0.38538  -0.01
H  5.36619  1.42246  3.49383  0.02
H  4.92643  -0.22654  3.04557  0.02
H  3.66549  0.96636  3.37938  -0.01
H  3.09008  1.33560  -3.93355  0.02
H  2.98089  3.07725  -4.20433  0.03
H  1.62238  2.20829  -3.46872  -0.02
H  5.63324  1.65697  -2.74443  0.02
H  6.03784  2.78858  -1.45101  0.00
H  5.52848  3.39841  -3.02787  0.02
H  2.02015  4.43689  -1.11391  -0.04
H  3.30625  5.08111  -2.15228  0.03
H  3.63689  4.69453  -0.45595  0.01
C  1.07324  -3.46059  0.90414  -0.06
C  1.74375  -2.10139  1.00892  -0.54
C  2.53370  -1.99272  2.30017  -0.05
O  0.76584  -1.09069  0.96199  -0.47
H  1.81332  -4.24045  0.70527  0.09
H  0.35072  -3.45572  0.09117  0.02
H  0.54153  -3.69327  1.83106  0.07
H  2.43315  -1.96241  0.17001  0.09
H  1.85982  -2.08562  3.15714  0.06
H  3.04414  -1.03581  2.34710  0.03
H  3.28104  -2.78793  2.36350  0.09

The net charge is -1. The energy relative to the best compared isomer or geometry (same formula, charge and spin) comes out at 0.000 eV. The molar mass is 1260.044 g/mol.

---

Here is a 7-piece molecular cluster, C50H82B2O20 overall in a non-equilibrium geometry from the OMol25 dataset. Energies are from ωB97M-V/def2-TZVPD.

Each line ends with the Löwdin charge.
Positions of all 154 atoms, in Å:
C  10.40568  -1.23444  -2.57488  -0.16
C  9.67432  0.20702  -2.86400  -0.28
C  10.38846  1.07998  -4.09049  -0.21
C  10.07249  2.69870  -3.99673  -0.23
C  9.75038  3.40174  -5.44610  -0.22
C  8.48312  2.74444  -6.26056  -0.20
C  7.37225  2.29513  -5.14072  -0.25
C  5.83676  2.14693  -5.71277  -0.18
C  4.83882  2.20163  -4.37412  -0.10
C  5.38330  1.49459  -2.96249  0.05
C  4.48212  1.46561  -1.56134  0.03
B  5.09506  0.69353  -0.23422  -0.41
O  6.54785  0.83780  0.06545  0.02
O  4.24952  -0.11752  0.71181  0.01
C  3.00588  2.20609  -1.63650  0.02
C  2.43420  2.92436  -3.03476  -0.01
C  3.33896  2.93296  -4.41716  0.06
C  0.89661  3.57537  -2.93176  -0.18
O  0.54652  4.73992  -3.50520  -0.03
C  -0.17315  2.63941  -2.04987  0.05
C  -1.72203  2.39843  -2.53690  -0.07
O  -2.16900  3.04962  -3.77933  -0.04
C  -2.65119  1.40560  -1.58827  -0.05
C  -4.21767  1.08215  -2.05884  -0.11
C  -4.13217  -0.41110  -2.80714  -0.19
O  -2.75254  -0.55599  -3.29562  -0.27
C  -2.50976  -1.87134  -3.90980  -0.23
C  -2.13939  -1.62790  -5.48838  -0.09
C  -2.13557  0.66716  -0.21755  0.05
C  -0.55805  0.91660  0.27178  0.03
B  0.04182  0.15062  1.63770  -0.41
O  0.75985  -1.14143  1.35009  0.02
O  -0.07054  0.69786  3.00453  0.04
C  0.39700  1.90821  -0.65767  0.02
C  1.99937  2.22929  -0.30059  -0.17
O  2.43296  2.52332  0.94575  -0.03
H  10.29462  -1.99311  -3.48532  0.09
H  9.92227  -1.75980  -1.63183  0.07
H  11.54498  -1.05220  -2.31301  0.08
H  8.54063  -0.03490  -3.14036  0.08
H  9.62206  0.81155  -1.84841  0.11
H  9.94435  0.64022  -5.08865  0.10
H  11.55621  0.84711  -4.01358  0.12
H  9.25434  2.91845  -3.16200  0.11
H  11.06818  3.20930  -3.58356  0.12
H  10.74358  3.43366  -6.07295  0.11
H  9.45383  4.53337  -5.21066  0.12
H  7.99630  3.57332  -6.92788  0.11
H  8.76349  1.76659  -6.86936  0.12
H  7.30748  3.07009  -4.23514  0.13
H  7.65260  1.23692  -4.67156  0.09
H  5.73368  1.04314  -6.13711  0.13
H  5.57509  2.97568  -6.50304  0.12
H  6.43189  0.93982  -2.88747  0.08
H  6.97381  -0.08087  -0.07055  0.12
H  3.62564  -0.69596  0.14621  0.12
H  2.91203  3.41457  -5.41962  0.12
H  -3.09872  3.42165  -3.68904  0.12
H  -4.91626  0.99764  -1.12383  0.11
H  -4.59300  1.82228  -2.88806  0.11
H  -4.86157  -0.49781  -3.71762  0.13
H  -4.29332  -1.23362  -1.97491  0.14
H  -1.54252  -2.31339  -3.39756  0.13
H  -3.44368  -2.55043  -3.71522  0.12
H  -3.11470  -1.81878  -6.11708  0.07
H  -1.78866  -0.49672  -5.62400  0.09
H  -1.22278  -2.28076  -5.86376  0.08
H  -2.79236  -0.04486  0.46364  0.12
H  1.73808  -1.04962  1.60886  0.08
H  0.31806  1.64190  2.98183  0.13
C  3.27531  -1.98688  3.90988  -0.05
C  2.09151  -2.63825  4.59804  -0.22
O  2.50268  -3.80646  5.33328  0.00
C  3.01209  -3.78527  6.58604  -0.50
C  3.42465  -2.47354  7.18098  0.02
O  3.19880  -4.83701  7.19690  0.07
H  4.02307  -1.64350  4.63004  0.05
H  2.95090  -1.12919  3.31341  0.07
H  3.77760  -2.70440  3.25251  0.09
H  1.54040  -1.94495  5.23929  0.12
H  1.38345  -2.98491  3.83816  0.12
H  4.49775  -2.33279  7.02917  0.09
H  3.20928  -2.49596  8.25506  0.10
H  2.88491  -1.61631  6.78222  0.07
C  -9.79070  0.21182  0.61970  -0.06
C  -8.41613  0.75881  0.28720  -0.22
O  -7.87219  0.10997  -0.87792  -0.02
C  -8.14471  0.46778  -2.15349  -0.50
C  -9.26782  1.42404  -2.41615  0.01
O  -7.52415  -0.04163  -3.08599  0.06
H  -10.50451  0.39313  -0.18857  0.07
H  -10.17874  0.67239  1.53290  0.05
H  -9.74607  -0.87298  0.76280  0.09
H  -8.41003  1.84589  0.16962  0.12
H  -7.73323  0.53395  1.11304  0.12
H  -10.16955  0.85848  -2.66395  0.10
H  -8.99213  2.05912  -3.26540  0.09
H  -9.47762  2.09981  -1.58882  0.07
C  9.32165  -2.63245  6.17580  -0.07
C  7.83470  -2.86253  6.36357  -0.23
O  7.10228  -1.62971  6.22906  -0.02
C  6.70608  -1.09670  5.05080  -0.51
C  7.25964  -1.65744  3.77647  0.01
O  5.95790  -0.11993  5.03296  0.07
H  9.54908  -2.25292  5.17583  0.07
H  9.87810  -3.56201  6.32718  0.08
H  9.68536  -1.88336  6.88704  0.09
H  7.43710  -3.63013  5.69402  0.12
H  7.65472  -3.21906  7.38309  0.13
H  8.11203  -1.05171  3.45879  0.10
H  6.47797  -1.61550  3.00981  0.09
H  7.56022  -2.70154  3.84499  0.07
C  -9.21094  -1.73795  5.91716  -0.07
C  -8.64014  -1.40622  4.55211  -0.23
O  -9.45800  -0.43303  3.87509  -0.01
C  -9.36964  0.90426  4.05734  -0.49
C  -8.56367  1.42976  5.20584  0.01
O  -10.00127  1.67158  3.33179  0.07
H  -9.23818  -0.85997  6.56839  0.07
H  -8.61416  -2.51288  6.40702  0.08
H  -10.24273  -2.09293  5.82406  0.09
H  -7.59764  -1.07946  4.59706  0.11
H  -8.65443  -2.30765  3.93068  0.12
H  -9.22910  1.62748  6.04994  0.11
H  -8.08353  2.36422  4.89475  0.09
H  -7.75973  0.76781  5.52316  0.07
C  -5.16826  -6.13445  -8.75085  -0.07
C  -4.98209  -4.98412  -7.78065  -0.23
O  -3.58820  -4.78942  -7.47484  -0.01
C  -2.72800  -4.07424  -8.23506  -0.51
C  -3.14819  -3.65691  -9.61132  0.00
O  -1.59248  -3.83380  -7.82645  0.06
H  -4.67285  -5.94180  -9.70644  0.07
H  -6.23095  -6.30991  -8.94198  0.08
H  -4.72621  -7.05108  -8.34628  0.09
H  -5.44009  -4.05548  -8.13201  0.11
H  -5.47418  -5.23212  -6.83446  0.12
H  -2.76935  -4.38116  -10.33680  0.10
H  -2.71769  -2.67169  -9.82238  0.10
H  -4.22464  -3.54881  -9.73274  0.07
C  -4.53838  3.03216  8.97546  -0.07
C  -5.19094  2.46066  7.73176  -0.23
O  -6.58874  2.80396  7.68013  -0.02
C  -7.07535  3.97171  7.20165  -0.51
C  -6.12638  5.10020  6.93567  0.01
O  -8.28764  4.12468  7.05632  0.07
H  -4.58238  4.12466  8.98962  0.07
H  -3.48931  2.72798  9.03525  0.08
H  -5.05861  2.68450  9.87422  0.09
H  -4.68003  2.75657  6.81144  0.12
H  -5.14270  1.36756  7.77368  0.12
H  -6.11244  5.76820  7.80052  0.10
H  -6.47899  5.65096  6.05654  0.10
H  -5.11128  4.78120  6.70550  0.07

The net charge is 0. As for the structure (SMILES): CCCCCCCCc1cc(B(O)O)c2c(c1)C(=O)c1c(O)c(CCOCC)cc(B(O)O)c1C2=O.CCOC(C)=O.CCOC(C)=O.CCOC(C)=O.CCOC(C)=O.CCOC(C)=O.CCOC(C)=O. The molar mass is 1024.810 g/mol. The value obtained for the total energy is -95462.2014 eV.